(1)
DFT (ωB97M-V/def2-TZVPD) results for a 3-piece molecular cluster, C6H12O2 overall at a distorted geometry.

Output
maximum force = 0.05065 hartree/bohr
2S+1 = 1
total energy = -386.18025 hartree
relative energy (zero: lowest compared OMol25 entry of this formula, charge and spin) = 367.3 kJ/mol
SMILES string = C=CC(=C)C=C.O.O

Cartesian coordinates (Å):
O  1.37984  6.22250  -2.56002
O  -0.76899  5.52081  1.25730
C  -0.40395  -1.74622  2.39652
C  0.91384  -3.97552  -0.85655
C  0.65682  -2.92391  -0.09956
C  -1.15651  -2.25552  1.43813
C  -0.61787  -2.15878  0.06085
C  -1.08102  -1.52531  -1.01214
H  -0.74446  5.29480  0.32449
H  0.70622  5.54752  -2.57937
H  -0.48934  -1.40190  -1.90119
H  0.56123  -1.23844  2.38785
H  1.82755  -4.49958  -0.58105
H  0.16848  5.52503  1.42293
H  -2.17321  -2.64030  1.51593
H  0.21650  -4.46188  -1.52029
H  2.26955  6.07662  -2.91761
H  1.39683  -2.78588  0.71019
H  -0.63253  -1.59301  3.45968
H  -2.02900  -0.98104  -0.94610

Atoms 1-3, force components in eV/Å:
0.317 1.584 0.551
-0.078 -0.136 -0.370
0.139 0.906 2.438

=====

(2)
DFT (ωB97M-V/def2-TZVPD) results for C18H46GaN2O4 as an isolated structure.

Output
maximum force = 0.00532 hartree/bohr
2S+1 = 1
total energy = -3048.56725 hartree
total charge = -1

Cartesian coordinates (Å):
Ga  2.78464  -2.82430  0.88588
O  -5.10900  2.83210  -4.74743
O  2.59197  4.16811  5.44453
O  -1.55607  1.04895  -2.56398
O  0.90354  1.46578  2.17397
N  -4.08828  0.12914  -3.64213
N  3.39788  1.83639  3.57210
C  -5.08241  1.60812  -5.46053
C  0.54196  -2.83956  -1.38366
C  2.47991  0.74446  3.84796
C  -0.95553  -2.42419  0.64062
C  3.86998  -4.47947  0.41071
C  -0.52218  -3.43455  -0.43283
C  -0.05203  -4.77115  0.14780
C  1.71640  0.36354  2.60307
C  -2.79685  -0.12232  -4.25609
C  3.28363  2.99275  5.83834
C  -5.18087  0.37791  -4.56338
C  1.28451  3.95938  4.95018
C  1.75309  -2.14466  -0.74525
C  -1.71946  -0.21423  -3.19971
C  -1.75238  1.01782  -1.16389
C  -3.84537  3.33975  -4.36663
C  4.10802  2.36287  4.71900
C  1.20338  1.89205  0.86448
H  2.40636  0.06527  1.81185
H  3.91110  -5.17853  1.25447
H  -4.18377  1.57040  -6.08834
H  -0.15348  -5.57872  -0.58356
H  -0.77012  -0.49626  -3.66224
H  3.04404  -0.13152  4.18202
H  2.22685  2.27751  0.77657
H  0.03032  -2.13421  -2.05465
H  -1.40107  -3.64330  -1.06021
H  0.99379  -4.72661  0.46108
H  -1.97459  -0.97838  -2.45998
H  -2.49308  0.65408  -4.97496
H  1.07029  -0.49199  2.81252
H  -1.55490  2.02190  -0.79153
H  2.53719  -2.06942  -1.51241
H  -3.48334  2.92550  -3.42181
H  1.09918  1.07739  0.13874
H  -0.12798  -1.76355  0.90441
H  -1.79942  -1.81463  0.29977
H  -1.06585  0.31903  -0.67604
H  -2.77648  0.72839  -0.89773
H  1.74835  0.98675  4.63565
H  -5.28891  -0.49816  -5.21440
H  4.90067  -4.21028  0.15255
H  4.82134  3.11287  4.36640
H  1.81264  -3.11904  2.16220
H  -0.61991  -5.04812  1.04239
H  -2.83940  -1.06919  -4.80469
H  -1.25809  -2.91083  1.57243
H  0.89317  -3.66011  -2.02469
H  1.48296  -1.09926  -0.52494
H  -3.08737  3.12693  -5.12813
H  1.26152  3.71269  3.88531
H  2.56826  2.27351  6.25488
H  -6.10367  0.45879  -3.98361
H  0.49970  2.68620  0.61183
H  -3.99812  0.89968  -2.99131
H  4.69489  1.54949  5.16299
H  2.89545  2.57653  3.09823
H  -3.94761  4.41945  -4.26260
H  0.78590  3.14180  5.48196
H  3.78185  -1.59909  1.29015
H  0.72470  4.88030  5.11373
H  3.96416  3.29127  6.64010
H  3.46588  -5.03660  -0.44465
H  -5.95185  1.61736  -6.12292

Atoms 1-3, force components in eV/Å:
0.058 -0.020 0.137
-0.033 -0.015 0.015
0.033 0.007 -0.007

=====

(3)
DFT (ωB97M-V/def2-TZVPD) results for C41H53N3O3OsP2SSi as an isolated structure.

Output
maximum force = 0.00819 hartree/bohr
2S+1 = 5
total energy = -3444.72720 hartree
total charge = +2

Cartesian coordinates (Å):
Os  -0.50816  0.33151  1.31811
S  0.83548  2.19502  0.80317
P  -0.82925  -1.48098  -0.19206
P  -2.63716  -0.12863  2.22888
Si  1.91351  1.42083  -0.78978
O  2.07303  -0.35083  -0.46848
O  1.10115  1.35804  -2.16529
O  3.46660  1.81675  -0.85670
N  3.49843  -0.76981  6.34912
N  0.40369  -0.16756  2.95981
N  2.44392  -0.74040  4.11611
C  5.72033  2.53786  -0.81920
C  -5.80739  2.25599  -0.05950
C  -3.86759  0.80770  1.30437
C  1.89505  -1.29173  -3.97663
C  -1.90116  1.39441  4.43001
C  -3.00892  -1.91857  2.17310
C  -3.22765  -0.82371  -1.47038
C  2.97823  -0.73549  5.32297
C  3.90446  4.03811  0.03750
C  0.59788  3.70924  -2.52833
C  -3.50584  1.91513  0.54461
C  2.40368  -3.23095  0.37442
C  4.30593  -2.11655  -0.74194
C  -3.81714  -0.03574  4.73661
C  -4.79461  -2.44226  -2.30704
C  -0.10999  -1.95827  -2.78887
C  0.42514  -1.75734  -1.54330
C  2.16408  2.46119  -4.04102
C  2.89491  -3.76453  -1.98891
C  -0.28356  1.88858  -4.01366
C  -5.21134  0.44752  1.40515
C  4.53404  1.95434  1.31356
C  2.48342  -1.02040  -2.78790
C  2.87212  -2.63711  -0.94993
C  -0.73915  -2.79412  1.09812
C  -2.76981  0.42422  3.93614
C  -6.17618  1.16487  0.71718
C  1.39347  -0.39920  3.59514
C  -1.71954  -2.73169  2.29069
C  -2.75342  -3.17505  -1.27223
C  -3.11661  1.43715  6.49919
C  -3.94863  -3.46951  -1.90144
C  1.92267  -1.49906  -1.48475
C  -4.42866  -1.12299  -2.10128
C  0.61287  -1.84738  -3.99678
C  0.89966  2.38273  -3.20404
C  -2.07447  1.89913  5.70937
C  4.41501  2.61211  -0.05107
C  -2.39261  -1.84318  -1.03274
C  -3.98701  0.47071  6.01353
C  -4.47494  2.63697  -0.13792
H  -2.93946  0.20937  -1.34680
H  3.03570  2.66862  -3.41949
H  2.33357  1.53356  -4.58706
H  -3.25224  1.82950  7.49783
H  -0.47601  2.56269  -4.84814
H  2.06888  3.26684  -4.76918
H  6.06976  1.50789  -0.89458
H  -5.07010  -0.31852  -2.43473
H  -4.22185  -4.50004  -2.08262
H  4.90469  0.93027  1.21921
H  4.92757  -2.96127  -0.44685
H  3.44776  -0.53313  -2.74885
H  -4.79731  0.10986  6.63159
H  -0.07935  0.89592  -4.41449
H  0.11748  -2.07953  -4.92827
H  1.88643  -4.09137  -2.24704
H  -2.47338  2.25067  0.47905
H  1.45275  -3.74332  0.25682
H  3.75697  4.45076  -0.96128
H  -6.56252  2.81898  -0.59113
H  6.48633  3.11961  -0.30706
H  1.44646  4.05360  -1.93169
H  -0.87756  -3.73505  0.56356
H  -1.16962  -2.35972  3.15762
H  4.75745  -1.68117  -1.62963
H  3.42082  -4.61771  -1.56189
H  5.24845  2.49908  1.93078
H  -1.99130  -3.75819  2.53873
H  4.40796  -1.39570  0.08132
H  -5.51527  -0.39863  2.01021
H  -1.39508  2.64957  6.08878
H  -3.59382  -2.12093  1.27489
H  -1.18023  1.84141  -3.39420
H  -1.08114  1.76690  3.82833
H  0.40143  4.47510  -3.27837
H  -3.62679  -2.17256  3.03584
H  -5.73002  -2.67707  -2.79644
H  4.63586  4.66158  0.55106
H  -2.10274  -3.99227  -0.99064
H  -4.18719  3.50025  -0.72229
H  -7.21611  0.87869  0.79438
H  -0.27535  3.62764  -1.88103
H  2.40425  -1.04570  -4.89887
H  3.40957  -3.47972  -2.90403
H  2.96930  4.09898  0.59449
H  -4.50694  -0.79015  4.37895
H  3.12859  -3.97639  0.69972
H  -1.15990  -2.18072  -2.89614
H  2.33270  -2.49184  1.17962
H  5.59785  2.94251  -1.82356
H  2.91669  -0.49975  0.00298
H  3.57831  1.95134  1.83926
H  0.26975  -2.80784  1.49561

Atoms 1-3, force components in eV/Å:
0.247 -0.150 -0.113
-0.030 0.082 0.044
0.030 0.044 -0.155

=====

(4)
DFT (ωB97M-V/def2-TZVPD) results for an isolated ion of composition C5H15N2 and charge +1 at a distorted geometry.

Output
maximum force = 0.05914 hartree/bohr
2S+1 = 1
total energy = -308.75708 hartree
total charge = +1
relative energy (zero: lowest compared OMol25 entry of this formula, charge and spin) = 93.4 kJ/mol
SMILES string = CCC[NH2+]CCN

Cartesian coordinates (Å):
N  2.16470  -1.65400  -0.56027
N  -0.39323  -0.40602  -0.35851
C  1.26684  -2.02215  0.51508
C  -0.49556  2.01934  -0.28442
C  -0.18152  -1.83974  -0.02476
C  -1.91158  2.46083  0.13560
C  -0.02547  0.78789  0.52822
H  -0.59588  0.54656  1.42230
H  2.88387  -1.00055  -0.28603
H  1.52098  -1.44563  1.40644
H  -2.19546  3.27663  -0.55384
H  -2.05775  2.70942  1.18464
H  0.24079  -0.23240  -1.15952
H  1.31083  -3.07762  0.81899
H  -2.70985  1.73081  -0.13882
H  -0.15512  -2.38188  -0.96674
H  1.04110  0.73615  0.77558
H  2.62109  -2.49150  -0.91021
H  -0.41106  1.72486  -1.33694
H  -0.89619  -2.05371  0.76645
H  0.26050  2.82391  -0.14600
H  -1.28203  -0.21119  -0.82727

Atoms 1-3, force components in eV/Å:
0.293 -0.468 -0.371
1.504 1.029 -2.435
-0.635 -0.043 0.066